# C10H15IN4

A gas-phase ion, C10H15IN4 (charge +2) at a distorted geometry (ωB97M-V/def2-TZVPD, the OMol25 dataset).

Output
* frontier orbital gap: 8.01 eV
* LUMO energy: -7.70 eV
* max |F|: 4.49 eV/A
* net charge: +2
* structure (SMILES): C[NH2+][C@@H]1CN=C(C([N+]#CI)=C(C)C)C=N1
* highest occupied orbital energy: -15.703 eV
* spin multiplicity: 1

Atoms and positions in Å:
C  -1.69896  3.69520  -1.01443
N  -1.24573  3.40042  0.34591
C  -0.59453  2.11448  0.63791
C  0.79197  1.97599  0.08794
N  1.15561  0.55698  0.04960
C  0.31063  -0.41389  -0.01012
C  0.96151  -1.69017  0.02834
N  2.32273  -1.53733  -0.10610
C  2.91199  -0.47857  -0.00373
I  4.53666  0.65868  -0.02737
C  0.47181  -2.99124  0.02715
C  1.27060  -4.12100  -0.35923
C  -0.84657  -3.33558  0.46911
C  -1.14193  -0.04254  -0.08033
N  -1.54391  1.10844  0.22145
H  -2.43737  4.50546  -0.96264
H  -0.77635  3.93075  -1.59236
H  -2.28904  2.89055  -1.44346
H  -2.12271  3.51694  0.98453
H  -0.77433  4.18436  0.77705
H  -0.48939  1.96802  1.68578
H  0.93857  2.12142  -1.04215
H  1.43492  2.73334  0.63857
H  1.05521  -4.82046  0.47252
H  1.02080  -4.61613  -1.27003
H  2.33896  -3.99050  -0.39263
H  -0.67894  -4.06739  1.23787
H  -1.42106  -2.65004  1.06181
H  -1.55636  -3.79365  -0.11442
H  -1.90480  -0.81255  -0.30654

Forces on the atoms, in the same order (eV/Å):
C 0.35 0.68 -1.37
N -3.03 1.04 3.14
C -0.45 -1.41 -0.86
C 0.86 0.22 -2.82
N 1.20 0.26 1.31
C 0.08 1.58 0.99
C -0.51 -2.31 -0.87
N 1.95 1.13 0.40
C -2.24 -0.74 -0.36
I 0.20 0.00 0.02
C 0.15 2.75 -1.30
C 1.34 -1.48 1.82
C -0.74 0.71 2.76
C -0.27 -1.42 0.37
N -0.23 0.48 -0.34
H 0.72 0.24 -0.05
H -1.10 -0.02 0.02
H 0.49 -0.48 0.18
H 1.30 -1.16 -1.25
H 1.15 0.44 -0.44
H -0.18 0.42 1.26
H -0.71 1.07 1.39
H 0.00 -1.64 -0.59
H 0.45 -0.33 -0.69
H -0.81 -0.17 -0.76
H 0.32 0.46 0.01
H 0.19 -0.80 0.45
H 0.04 1.24 -0.04
H -1.11 -1.25 -2.29
H 0.59 0.51 -0.11

# C10H15MnN3OP

A molecular structure, C10H15MnN3OP at a distorted geometry (ωB97M-V/def2-TZVPD, the OMol25 dataset).

Output
* frontier orbital gap (spin up / spin down): 4.29 / 4.63 eV
* LUMO energy (spin up / spin down): 3.50 / 3.48 eV
* max |F|: 2.67 eV/A
* net charge: -1
* highest occupied orbital energy (spin up / spin down): -0.783 / -1.148 eV
* expectation value of S²: 8.9315
* spin multiplicity: 6

Atoms and positions in Å:
C  0.79654  0.13192  -3.66295
C  -0.47154  -0.56226  -3.56048
C  -0.27170  -1.75664  -2.78179
C  1.12940  -1.82985  -2.40440
C  1.80062  -0.66946  -2.97110
Mn  0.32549  0.02773  -1.47501
P  -0.19304  2.30881  -1.04591
H  0.98918  1.04622  -4.21039
H  -1.39253  -0.26353  -4.03010
H  -1.01470  -2.50751  -2.57908
H  2.86239  -0.49354  -2.97856
H  1.60766  -2.62848  -1.84681
H  -1.15117  2.54735  -0.01712
H  -0.71709  3.06923  -2.11029
H  0.87084  3.14554  -0.58678
C  -2.12882  -1.67114  3.12961
N  -1.14180  -0.75542  2.57007
C  -0.45528  0.10414  3.37446
C  0.48885  0.95013  2.86502
C  0.78927  0.88413  1.50813
N  0.04353  0.11247  0.69597
C  -0.91385  -0.76411  1.17997
O  -1.51357  -1.55080  0.44243
N  1.82522  1.60686  0.99602
H  -3.12488  -1.48234  2.70903
H  -2.18441  -1.53462  4.21435
H  -1.85833  -2.71535  2.92841
H  -0.67724  0.06769  4.44149
H  1.07443  1.57281  3.51222
H  2.39288  2.15589  1.61459
H  2.21366  1.45413  0.07899

Forces on the atoms, in the same order (eV/Å):
C 0.31 -1.61 -0.10
C 1.29 -0.05 0.21
C 1.50 0.59 -0.18
C -0.38 0.68 -1.52
C -1.64 -0.58 -0.54
Mn -0.87 0.27 1.54
P 0.01 -0.40 -0.63
H -0.04 -0.12 0.10
H -0.09 0.09 0.03
H -0.10 0.06 0.25
H 0.08 0.15 0.18
H -0.14 0.18 -0.07
H 0.25 0.41 -0.21
H -0.07 0.53 0.13
H -0.67 0.52 -0.14
C 0.17 0.15 -0.28
N -1.14 -1.40 -1.63
C -0.17 0.62 2.50
C 1.03 0.31 -1.22
C -0.66 -0.08 2.59
N -0.72 -1.76 -1.02
C 0.90 0.39 0.27
O -0.05 0.34 0.46
N 1.22 0.78 -0.60
H 0.18 -0.09 0.00
H 0.13 0.10 -0.20
H -0.08 0.17 -0.05
H -0.02 -0.01 -0.37
H 0.15 0.20 0.32
H -0.10 -0.16 0.12
H -0.30 -0.32 0.05

# C10H15N

2 unconnected molecules or ions with the total composition C10H15N at a distorted geometry (ωB97M-V/def2-TZVPD, the OMol25 dataset).

Output
* frontier orbital gap: 8.80 eV
* LUMO energy: 1.04 eV
* max |F|: 5.21 eV/A
* net charge: 0
* highest occupied orbital energy: -7.759 eV
* spin multiplicity: 1

Atoms and positions in Å:
C  3.48220  -0.58496  0.42950
C  3.08919  -1.16394  -0.78873
C  2.35303  -0.12270  1.06089
C  1.72532  -1.02064  -0.90464
C  0.22272  3.04982  0.40108
C  0.07156  2.15323  -0.52387
C  -2.39680  0.41724  0.17905
C  -1.45710  -1.84033  0.13946
C  0.03439  0.19835  0.42306
C  -1.12944  -0.34580  -0.34327
N  1.28449  -0.36572  0.18682
H  4.49128  -0.66869  0.75451
H  3.65726  -1.65639  -1.48918
H  2.32940  0.29689  2.02767
H  1.03222  -1.27676  -1.61336
H  0.39869  4.20081  0.17794
H  0.19435  2.93958  1.48256
H  0.35711  1.90445  -1.56039
H  -2.07727  1.48654  0.28119
H  -2.65399  -0.12292  1.13868
H  -3.13240  0.20096  -0.58242
H  -0.56066  -2.30834  0.30210
H  -2.03148  -2.45825  -0.53432
H  -1.97405  -1.85468  1.01579
H  -0.07764  0.49065  1.41546
H  -0.93621  -0.22186  -1.42351

Forces on the atoms, in the same order (eV/Å):
C -0.42 -0.47 -0.08
C -1.92 0.54 0.37
C 0.85 -0.79 -1.85
C 1.76 0.60 1.06
C 0.49 4.16 -0.40
C 1.15 -4.78 1.72
C 1.62 -0.33 -0.14
C 0.67 1.55 -3.36
C -0.07 2.87 -4.16
C -1.62 -1.29 2.06
N 0.74 0.65 2.55
H 0.41 0.35 0.63
H 1.39 -0.93 -1.31
H -0.74 0.56 0.67
H -1.21 -0.72 -1.80
H -0.22 -2.24 0.06
H -0.33 -0.62 -0.15
H -0.63 0.98 0.54
H -1.12 -0.85 0.03
H -0.04 1.38 -0.96
H -0.73 0.54 0.16
H 2.30 -1.56 0.34
H -0.16 0.09 -0.63
H -1.35 0.29 2.56
H -0.45 0.34 1.63
H -0.37 -0.31 0.47

# C10H15N2O

A gas-phase ion, C10H15N2O (charge +1) at a distorted geometry (ωB97M-V/def2-TZVPD, the OMol25 dataset).

Output
* frontier orbital gap: 8.21 eV
* LUMO energy: -3.88 eV
* max |F|: 4.72 eV/A
* net charge: +1
* structure (SMILES): CC1=CC(=O)[C@H]2N(C)C=C(C)[N@H+]2C1
* highest occupied orbital energy: -12.083 eV
* spin multiplicity: 1

Atoms and positions in Å:
C  -2.49103  1.90856  0.58350
C  -1.15077  1.50667  0.12149
C  0.06135  1.90394  0.56004
C  1.27026  1.52827  -0.14547
O  2.29881  2.14799  -0.07400
C  1.25542  0.16684  -0.90567
N  1.91884  -0.90193  -0.11127
C  3.20580  -0.79199  0.50176
C  0.94628  -1.67219  0.47970
C  -0.26357  -1.54538  -0.03487
C  -1.56542  -2.12955  0.27485
N  -0.21501  -0.47265  -1.08046
C  -1.23440  0.65857  -1.12508
H  -3.29178  1.94817  -0.17253
H  -2.40009  2.85713  0.94633
H  -2.98954  1.31065  1.28215
H  0.05496  2.56595  1.33187
H  1.86618  0.42584  -1.74093
H  3.92653  -0.72025  -0.23800
H  3.44357  0.17861  1.14364
H  3.15499  -1.75434  1.01119
H  1.17255  -2.41958  1.21699
H  -2.24734  -1.42285  0.52906
H  -1.58846  -2.80475  1.11612
H  -1.81346  -2.87609  -0.38571
H  -0.33204  -0.86482  -1.93912
H  -2.11825  0.10534  -1.22190
H  -0.87436  1.16382  -1.92372

Forces on the atoms, in the same order (eV/Å):
C -0.52 -0.26 -1.49
C 0.31 -1.01 -1.16
C -2.18 -1.47 -1.81
C -0.56 -0.52 0.91
O 0.18 -0.39 -0.46
C -0.10 -0.97 1.71
N -1.67 1.22 -0.64
C -0.52 1.63 2.02
C -0.17 0.01 -0.53
C -0.09 0.98 0.37
C 2.14 -1.52 1.12
N 2.71 2.59 2.86
C 1.60 -2.16 3.49
H 0.77 0.07 -0.49
H -0.12 2.63 1.39
H -0.06 -1.27 1.59
H 0.60 1.85 2.17
H -0.21 -0.59 -1.57
H 1.64 -0.45 -1.46
H -1.06 -2.14 -0.70
H 1.50 0.43 0.58
H 0.29 0.00 0.24
H -2.51 1.99 0.13
H 0.88 0.20 1.02
H -1.41 -1.01 -2.57
H 0.17 -1.77 -3.33
H -1.71 0.03 -0.48
H 0.10 1.88 -2.91

# C10H15N2O2P

C10H15N2O2P in the gas phase at a distorted geometry (ωB97M-V/def2-TZVPD, the OMol25 dataset).

Output
* frontier orbital gap: 9.46 eV
* LUMO energy: 0.51 eV
* max |F|: 4.03 eV/A
* net charge: 0
* structure (SMILES): CC(=O)c1ccccc1[P@](N)(=O)N(C)C
* highest occupied orbital energy: -8.955 eV
* spin multiplicity: 1

Atoms and positions in Å:
C  -2.95760  -2.08360  0.95545
C  -2.07407  -1.44896  -0.08052
O  -1.61813  -2.21385  -0.91286
C  -1.72018  0.03126  -0.15417
C  -2.67434  1.03777  -0.11459
C  -2.25215  2.40712  -0.04779
C  -0.94129  2.73943  -0.12823
C  0.03385  1.73665  -0.27114
C  -0.31257  0.39484  -0.29074
P  0.91645  -0.88808  -0.04231
N  1.01895  -1.54573  -1.60501
O  0.55774  -1.73975  1.13180
N  2.35055  -0.04182  0.10266
C  2.80921  -0.01140  1.53028
C  3.03935  0.46620  -1.03133
H  -2.68977  -1.98500  2.07111
H  -2.88131  -3.13681  0.71407
H  -3.86320  -1.59764  0.72041
H  -3.62242  0.65792  0.03922
H  -3.09529  3.02760  0.08355
H  -0.77636  3.84741  -0.01293
H  1.11428  2.15457  -0.26644
H  0.15766  -1.37662  -2.14181
H  1.08248  -2.55873  -1.66065
H  3.05181  0.99475  1.66304
H  2.07394  -0.15513  2.25472
H  3.72909  -0.62668  1.62134
H  2.79748  1.60549  -1.07030
H  4.17583  0.18190  -1.19048
H  2.57002  0.12688  -1.86635

Forces on the atoms, in the same order (eV/Å):
C 1.67 0.31 1.58
C 1.36 -0.68 -0.11
O -0.25 0.76 -0.33
C 1.29 0.60 -0.36
C 3.34 0.08 0.46
C -1.76 -3.08 -0.37
C -0.14 1.53 0.13
C 1.50 1.46 0.27
C -1.68 0.12 0.67
P 0.35 -0.44 -0.77
N -0.76 -0.32 -0.24
O 0.49 0.59 -0.93
N -1.40 -2.61 2.05
C 2.22 0.31 -2.91
C 2.40 2.89 1.46
H -0.25 0.44 -1.85
H -0.65 -0.09 -0.02
H -1.86 -0.03 0.33
H -2.29 0.19 0.14
H -0.25 1.45 0.11
H 0.63 -1.41 -0.29
H -1.88 -1.35 -0.07
H 0.44 0.22 0.54
H 0.44 0.04 0.46
H 1.07 1.83 0.54
H -1.35 -1.13 0.69
H -0.73 0.19 0.39
H 1.45 -1.42 -0.06
H -2.11 0.77 0.87
H -1.28 -1.23 -2.37

# C10H15N4

A gas-phase ion, C10H15N4 (charge +1) at a distorted geometry (ωB97M-V/def2-TZVPD, the OMol25 dataset).

Output
* frontier orbital gap: 7.41 eV
* LUMO energy: -3.51 eV
* max |F|: 5.03 eV/A
* net charge: +1
* structure (SMILES): C/[NH+]=C(\N)C1=c2cc(C)[nH]c2=NCC1
* highest occupied orbital energy: -10.916 eV
* spin multiplicity: 1

Atoms and positions in Å:
C  -3.42574  -1.58328  0.59819
N  -2.26320  -0.84878  0.33878
C  -2.09232  0.34314  -0.10250
N  -3.11191  1.07562  -0.57828
C  -0.43463  0.95931  -0.21540
C  0.65249  0.10310  -0.18077
C  0.96379  -1.30144  -0.05025
C  2.34066  -1.43627  -0.10211
C  3.09998  -2.68439  -0.18502
N  2.96201  -0.22570  0.02664
C  1.98271  0.79852  0.08086
N  2.21187  1.99228  0.36089
C  1.12579  2.87892  0.29963
C  -0.18103  2.43454  -0.46011
H  -4.38023  -1.50919  0.05708
H  -3.79644  -1.36107  1.65927
H  -3.19338  -2.56370  0.69038
H  -1.39193  -1.04804  0.77352
H  -2.95195  1.91693  -1.08860
H  -4.08874  0.70948  -0.66626
H  0.39676  -2.14536  -0.04864
H  2.89654  -3.30981  0.55223
H  4.22161  -2.54229  -0.20136
H  2.89111  -3.12615  -1.13742
H  4.00003  -0.09791  0.16966
H  1.45688  3.71237  -0.25911
H  0.99922  3.11456  1.41886
H  -0.01365  2.49989  -1.60921
H  -0.87629  3.24470  -0.14096

Forces on the atoms, in the same order (eV/Å):
C -3.18 1.46 3.22
N 1.42 0.83 -0.28
C 2.40 3.53 -2.48
N -0.68 -1.05 0.26
C -2.98 -1.84 0.63
C -1.15 1.04 1.48
C 2.10 1.93 -0.78
C -0.61 1.25 1.14
C 2.92 2.60 -3.17
N 1.09 0.23 0.04
C 0.48 -1.14 -0.91
N 1.10 -1.03 -0.48
C -1.31 -0.05 1.38
C 0.90 0.02 -0.94
H 1.00 0.54 -0.85
H 0.54 0.06 -1.10
H 0.81 -3.16 -0.24
H 0.46 -1.59 0.71
H 0.37 0.43 -0.11
H 1.51 0.34 0.35
H -1.92 -1.93 -0.30
H -1.15 -2.92 3.30
H -1.20 0.18 0.18
H -0.30 -0.58 -0.52
H -1.99 -0.05 -0.33
H 0.35 1.38 -0.02
H -0.56 0.29 -1.66
H -0.16 0.41 1.82
H -0.23 -1.18 -0.34

Electronic energy, respectively: -24654.5517 -57738.1838 -12098.7594 -15631.0346 -26977.2099 -16565.2080 eV.